# 1
DFT (the ωB97M-V functional and the def2-TZVPD basis) results for a molecular structure, C10H30B2F8KO5.

Element x y z (Å)
K (5.797, -1.776, -0.132)
B (6.617, -2.878, 4.731)
F (5.506, -3.449, 5.393)
F (6.822, -3.666, 3.674)
F (6.306, -1.617, 4.252)
F (7.807, -2.893, 5.445)
B (1.551, -0.745, 1.676)
F (2.550, 0.227, 1.590)
F (1.030, -0.852, 0.487)
F (2.155, -1.846, 2.125)
F (0.483, -0.333, 2.461)
C (0.910, 0.464, -6.386)
C (1.805, 0.776, -5.223)
O (3.109, 0.338, -5.562)
H (0.977, -0.597, -6.626)
H (1.215, 0.965, -7.305)
H (-0.135, 0.726, -6.221)
H (1.533, 0.093, -4.418)
H (1.615, 1.803, -4.910)
H (3.091, -0.608, -5.396)
C (-3.497, 1.208, 8.182)
C (-3.243, 1.593, 6.739)
O (-3.263, 0.374, 6.032)
H (-3.242, 2.105, 8.745)
H (-2.769, 0.443, 8.454)
H (-4.511, 0.945, 8.480)
H (-2.212, 1.945, 6.753)
H (-3.852, 2.438, 6.418)
H (-3.008, 0.519, 5.118)
C (1.605, -5.105, -4.526)
C (2.330, -4.863, -3.272)
O (3.606, -4.223, -3.522)
H (0.731, -5.756, -4.529)
H (2.202, -5.296, -5.418)
H (1.159, -4.132, -4.736)
H (2.454, -5.908, -2.989)
H (1.647, -4.331, -2.608)
H (4.050, -4.739, -4.199)
C (-2.024, 5.880, 2.805)
C (-1.307, 4.658, 2.235)
O (-2.185, 3.629, 1.884)
H (-2.266, 5.532, 3.809)
H (-2.882, 6.122, 2.178)
H (-1.397, 6.768, 2.883)
H (-0.532, 4.272, 2.896)
H (-0.770, 4.976, 1.342)
H (-1.566, 3.021, 1.473)
C (-3.479, 1.251, -3.025)
C (-4.074, -0.123, -3.366)
O (-5.208, 0.093, -4.041)
H (-3.209, 1.873, -3.878)
H (-2.642, 1.121, -2.339)
H (-4.287, 1.723, -2.466)
H (-4.325, -0.747, -2.509)
H (-3.468, -0.737, -4.032)
H (-5.308, -0.663, -4.624)

Summary:
charge	-1
frontier orbital gap	8.14	eV

***

# 2
DFT (the ωB97M-V functional and the def2-TZVPD basis) results for 3 unconnected molecules or ions with the total composition C4H10O2.

Element x y z (Å)
C (1.255, 0.694, 1.089)
C (0.046, 0.152, 1.023)
C (-0.412, -0.816, 2.022)
C (-1.404, -1.666, 1.847)
H (1.925, 0.380, 1.873)
H (1.600, 1.285, 0.257)
H (-0.598, 0.454, 0.208)
H (0.183, -0.787, 2.924)
H (-1.660, -2.384, 2.624)
H (-2.014, -1.713, 0.963)
O (1.937, 1.369, -2.067)
H (2.085, 1.713, -2.955)
H (1.789, 0.414, -2.165)
O (-1.753, 0.033, -2.299)
H (-1.616, 0.979, -2.173)
H (-1.364, -0.107, -3.171)

Summary:
SMILES	C=CC=C.O.O
frontier orbital gap	9.14	eV
energy above the lowest of the compared OMol25 structures with the same formula, charge and spin	43.1	kcal per mole

***

# 3
DFT (the ωB97M-V functional and the def2-TZVPD basis) results for C4H6N2 in the gas phase.

Element x y z (Å)
H (2.118, 1.910, -1.066)
N (2.029, 1.371, -0.219)
C (0.906, 0.830, -0.092)
C (0.088, -0.200, 0.498)
C (0.012, -1.324, 1.369)
C (-0.481, 0.488, -0.489)
N (-1.557, 0.773, -1.288)
H (0.948, -1.617, 1.760)
H (-0.437, -2.129, 0.838)
H (-0.487, -1.109, 2.332)
H (-2.019, -0.068, -1.542)
H (-1.119, 1.076, -2.100)

Summary:
SMILES	[H]/N=c1/c(C)c1N
frontier orbital gap	9.04	eV
energy above the lowest of the compared OMol25 structures with the same formula, charge and spin	69.1	kcal per mole

***

# 4
DFT (the ωB97M-V functional and the def2-TZVPD basis) results for 2 unconnected molecules or ions with the total composition C5H13O2.

Element x y z (Å)
O (2.611, 0.230, -1.315)
H (3.117, 0.987, -0.953)
H (1.683, 0.318, -0.949)
C (0.142, -0.361, -0.373)
C (0.637, -1.698, 0.047)
O (1.527, -2.265, -0.887)
C (-0.601, 0.476, 0.577)
C (-1.946, -0.128, 1.004)
C (-0.803, 1.881, -0.017)
H (-0.153, -0.321, -1.422)
H (1.190, -1.520, 1.002)
H (-0.176, -2.433, 0.190)
H (2.110, -1.497, -1.148)
H (0.064, 0.511, 1.458)
H (-2.604, -0.274, 0.140)
H (-1.802, -1.117, 1.452)
H (-2.455, 0.545, 1.700)
H (-1.409, 1.817, -0.935)
H (-1.302, 2.533, 0.714)
H (0.171, 2.315, -0.283)

Summary:
frontier orbital gap (alpha / beta)	9.34 / 9.51	eV
energy above the lowest of the compared OMol25 structures with the same formula, charge and spin	3.2	kcal per mole
multiplicity	2

***

# 5
DFT (the ωB97M-V functional and the def2-TZVPD basis) results for C2H4ClN3O2 in the gas phase.

Element x y z (Å)
O (1.993, -2.271, -0.303)
N (1.070, -1.476, -0.201)
C (1.236, -0.222, -0.426)
N (0.507, 0.847, -0.172)
N (-0.810, 0.439, 0.333)
C (-0.971, -0.977, 0.077)
Cl (-2.696, -1.378, 0.211)
O (-0.122, -1.883, 0.593)
H (2.185, -0.165, -0.993)
H (0.642, 1.827, -0.232)
H (-0.646, 0.493, 1.297)
H (-0.877, -1.057, -1.002)

Summary:
SMILES	[O-][N+]1=CNN[C@H](Cl)O1
frontier orbital gap	8.53	eV
energy above the lowest of the compared OMol25 structures with the same formula, charge and spin	121.8	kcal per mole

***

# 6
DFT (the ωB97M-V functional and the def2-TZVPD basis) results for a molecular structure, C8H6AuN2O4S.

Element x y z (Å)
Au (0.147, -0.046, -2.261)
O (-0.366, 2.869, -2.261)
C (-0.167, 1.735, -2.261)
C (1.846, -0.665, -2.262)
O (2.928, -1.059, -2.263)
C (-1.239, -1.208, -2.261)
O (-2.121, -1.948, -2.260)
C (0.146, -0.045, -4.072)
O (0.146, -0.045, -5.221)
C (-0.792, -1.585, 2.626)
N (-0.290, -0.312, 2.111)
C (-0.227, 0.854, 2.781)
C (0.350, 1.794, 1.952)
N (0.647, 1.210, 0.773)
C (0.232, -0.066, 0.890)
S (0.405, -1.216, -0.251)
H (-1.639, -1.939, 2.002)
H (0.020, -2.343, 2.601)
H (-1.137, -1.477, 3.677)
H (-0.560, 1.005, 3.800)
H (0.556, 2.827, 2.198)
H (1.116, 1.660, -0.039)

Summary:
charge	+3
frontier orbital gap (alpha / beta)	7.89 / 7.33	eV
multiplicity	3

***

# 7
DFT (the ωB97M-V functional and the def2-TZVPD basis) results for 2 unconnected molecules or ions with the total composition C6H13NO.

Element x y z (Å)
C (0.317, 0.887, 2.799)
N (-1.118, -0.447, 0.278)
C (0.326, -0.112, 0.522)
C (0.501, -0.294, 1.954)
C (0.894, -1.225, -1.973)
C (1.246, -0.427, -0.679)
C (0.839, 0.952, -0.746)
H (0.762, 0.941, 3.775)
H (-0.691, 1.407, 2.723)
H (1.075, 1.687, 2.551)
H (-1.122, -1.514, 0.104)
H (-1.610, -0.335, 1.140)
H (0.175, -1.216, 2.186)
H (-0.025, -1.819, -1.793)
H (1.795, -1.765, -2.384)
H (0.699, -0.461, -2.823)
H (2.158, -0.807, -0.323)
H (1.479, 1.755, -0.594)
H (-1.930, 1.521, -1.810)
H (-1.597, 0.207, -1.219)
O (-2.260, 0.606, -1.843)

Summary:
charge	-1
frontier orbital gap (alpha / beta)	5.68 / 5.50	eV
energy above the lowest of the compared OMol25 structures with the same formula, charge and spin	118.8	kcal per mole
multiplicity	2

***

# 8
DFT (the ωB97M-V functional and the def2-TZVPD basis) results for a gas-phase ion, C2H2N3O (charge +1).

Element x y z (Å)
C (0.036, -0.001, -0.685)
C (-0.010, -0.905, 1.455)
N (-0.189, 1.004, -1.497)
N (-0.216, 1.878, -2.203)
N (0.097, 0.121, 0.729)
O (0.049, -1.838, 2.085)
H (-0.300, -1.093, -1.052)
H (0.533, 0.834, 1.167)

Summary:
charge	+1
frontier orbital gap	8.33	eV
energy above the lowest of the compared OMol25 structures with the same formula, charge and spin	49.4	kcal per mole

***

# 9
DFT (the ωB97M-V functional and the def2-TZVPD basis) results for 2 unconnected molecules or ions with the total composition CH8N2S.

Element x y z (Å)
N (0.233, -0.394, 1.824)
C (0.123, -1.649, 2.615)
N (0.010, -2.783, 1.715)
H (0.914, -0.618, 1.113)
H (-0.279, 0.341, 1.378)
H (-0.834, -1.525, 3.110)
H (1.037, -1.632, 3.206)
H (0.607, -3.574, 1.950)
H (-0.853, -3.293, 1.828)
S (-0.281, 2.304, -3.024)
H (0.746, 2.128, -2.186)
H (0.413, 3.003, -3.924)

Summary:
SMILES	NCN.S
frontier orbital gap	9.61	eV
energy above the lowest of the compared OMol25 structures with the same formula, charge and spin	26.8	kcal per mole

***

# 10
DFT (the ωB97M-V functional and the def2-TZVPD basis) results for a molecular structure, C3H4FN3.

Element x y z (Å)
C (-0.220, -0.051, -1.128)
C (-1.277, -0.571, -0.497)
C (0.978, 0.270, -0.192)
N (-1.346, -0.836, 0.882)
N (-0.704, -0.333, 1.749)
N (0.431, 0.958, 0.946)
F (1.388, 1.077, 2.018)
H (-0.336, 0.110, -2.217)
H (-2.142, -0.757, -1.006)
H (1.407, -0.783, 0.062)
H (1.822, 0.916, -0.618)

Summary:
frontier orbital gap	8.46	eV
energy above the lowest of the compared OMol25 structures with the same formula, charge and spin	136.4	kcal per mole

***

# 11
DFT (the ωB97M-V functional and the def2-TZVPD basis) results for 2 unconnected molecules or ions with the total composition C5H12N2O.

Element x y z (Å)
C (0.315, -1.578, 1.201)
C (1.213, 1.004, 0.591)
C (0.299, 1.871, 1.437)
O (0.670, -2.241, 0.237)
H (-0.118, -1.533, -1.491)
H (0.881, -1.569, 2.142)
H (-0.631, -1.021, 1.220)
H (1.635, 0.170, 1.152)
H (2.107, 1.565, 0.303)
H (0.044, 2.787, 0.907)
H (0.768, 2.165, 2.378)
H (-0.643, 1.363, 1.637)
C (-2.122, -1.436, -1.735)
C (0.566, 0.707, -0.979)
N (-0.971, -0.898, -1.483)
N (-0.769, 0.301, -1.009)
H (-2.151, -2.450, -2.082)
H (1.273, -0.010, -1.426)
H (0.658, 1.689, -1.452)
H (-3.024, -0.885, -1.549)

Summary:
frontier orbital gap	7.94	eV
energy above the lowest of the compared OMol25 structures with the same formula, charge and spin	115.0	kcal per mole

***

# 12
DFT (the ωB97M-V functional and the def2-TZVPD basis) results for C24H32N4O4S in the gas phase.

Element x y z (Å)
C (5.643, 1.935, 0.272)
C (4.136, 1.807, 0.075)
N (3.777, 1.994, -1.315)
C (2.993, 3.148, -1.681)
C (3.804, 4.437, -1.593)
S (3.577, 0.614, -2.211)
O (3.484, 1.003, -3.589)
O (4.601, -0.308, -1.816)
C (1.993, -0.053, -1.713)
C (1.916, -1.025, -0.734)
C (0.687, -1.500, -0.316)
C (-0.493, -1.002, -0.878)
N (-1.742, -1.418, -0.513)
C (-2.101, -2.556, 0.280)
C (-3.107, -3.428, -0.434)
C (-3.004, -4.068, -1.650)
C (-4.103, -4.791, -2.099)
C (-5.269, -4.861, -1.350)
C (-5.373, -4.209, -0.131)
C (-4.279, -3.490, 0.314)
C (-4.090, -2.706, 1.558)
O (-4.858, -2.542, 2.479)
N (-2.823, -2.198, 1.490)
C (-2.246, -1.457, 2.582)
C (-2.416, 0.065, 2.451)
N (-1.300, 0.703, 1.772)
C (-1.663, 2.009, 1.245)
C (-0.470, 2.611, 0.500)
O (0.660, 2.731, 1.333)
C (1.006, 1.478, 1.874)
C (-0.155, 0.865, 2.654)
C (-0.391, -0.026, -1.882)
C (0.838, 0.444, -2.292)
H (5.986, 2.918, -0.037)
H (5.899, 1.780, 1.317)
H (6.141, 1.184, -0.334)
H (3.822, 0.805, 0.384)
H (3.596, 2.538, 0.683)
H (2.096, 3.227, -1.049)
H (2.690, 2.981, -2.716)
H (3.209, 5.269, -1.961)
H (4.701, 4.349, -2.198)
H (4.089, 4.643, -0.565)
H (2.831, -1.416, -0.318)
H (0.654, -2.251, 0.457)
H (-2.514, -0.944, -0.955)
H (-1.191, -3.113, 0.534)
H (-2.098, -4.013, -2.234)
H (-4.047, -5.306, -3.046)
H (-6.106, -5.432, -1.724)
H (-6.274, -4.253, 0.462)
H (-1.189, -1.717, 2.661)
H (-2.769, -1.789, 3.483)
H (-2.563, 0.495, 3.456)
H (-3.326, 0.253, 1.877)
H (-2.497, 1.894, 0.550)
H (-1.968, 2.698, 2.053)
H (-0.705, 3.621, 0.158)
H (-0.229, 1.974, -0.362)
H (1.858, 1.654, 2.534)
H (1.298, 0.790, 1.067)
H (0.152, -0.107, 3.042)
H (-0.404, 1.521, 3.509)
H (-1.294, 0.356, -2.336)
H (0.921, 1.181, -3.075)

Summary:
SMILES	CCN(CC)S(=O)(=O)c1ccc(N[C@@H]2c3ccccc3C(=O)N2CCN2CCOCC2)cc1
frontier orbital gap	8.78	eV
energy above the lowest of the compared OMol25 structures with the same formula, charge and spin	46.3	kcal per mole